Entry 1:
The following is a quantum chemistry calculation of an isolated molecule of C19H25N3O4S2, from the Open Molecules 2025 dataset.

Calculated values
**Spin multiplicity**: 1
**Kohn-Sham gap**: 7.66 eV
**Highest occupied orbital energy**: -7.446 eV
**Energy relative to the best compared isomer or geometry (same formula, charge and spin)**: 16.5 kcal/mol
**SMILES string**: CCOc1cc(NC(=S)NCCOC)c(OCC)cc1NC(=O)c1cccs1
**LUMO level**: 0.21 eV

CARTESIAN COORDINATES (ANGSTROEM)
1 C -1.1719 -4.0244 1.9144
2 C -0.2983 -2.8017 1.6810
3 H 0.5050 -3.0385 0.9702
4 H 0.1520 -2.4708 2.6263
5 O -1.1246 -1.7810 1.1548
6 C -0.5646 -0.5639 0.8594
7 C 0.7713 -0.2446 1.0282
8 C 1.2477 1.0206 0.6915
9 C 0.3552 2.0015 0.2218
10 C -0.9820 1.6800 0.0559
11 C -1.4477 0.4072 0.3564
12 N -2.7795 0.0273 0.2009
13 C -3.8358 0.7715 -0.2326
14 O -3.7700 1.9400 -0.5720
15 C -5.1086 0.0393 -0.2648
16 C -5.4406 -1.2502 0.0631
17 C -6.8066 -1.5232 -0.1289
18 C -7.4913 -0.4431 -0.5978
19 S -6.4890 0.9272 -0.8148
20 H -8.5360 -0.3776 -0.8287
21 H -7.2592 -2.4778 0.0720
22 H -4.7467 -1.9870 0.4291
23 H -2.9456 -0.9326 0.4680
24 H -1.6937 2.3958 -0.3163
25 O 0.9169 3.2143 -0.0546
26 C 0.0829 4.3116 -0.3830
27 C -0.6581 4.8730 0.8254
28 H 0.0513 5.1447 1.6036
29 H -1.3538 4.1418 1.2285
30 H -1.2139 5.7579 0.5295
31 H 0.7768 5.0594 -0.7771
32 H -0.6202 4.0366 -1.1769
33 N 2.5785 1.3959 0.8656
34 C 3.7195 0.6722 0.7465
35 N 3.6236 -0.6172 0.3362
36 H 2.8128 -0.8420 -0.2271
37 C 4.8003 -1.3736 -0.0177
38 H 4.5741 -2.4335 0.1175
39 H 5.6124 -1.0752 0.6474
40 C 5.2075 -1.1203 -1.4688
41 H 6.1202 -1.6848 -1.7090
42 O 4.1397 -1.5296 -2.2987
43 C 4.3857 -1.3002 -3.6613
44 H 4.5435 -0.2334 -3.8620
45 H 5.2669 -1.8558 -4.0044
46 H 3.5056 -1.6455 -4.2002
47 H 5.4135 -0.0495 -1.6124
48 S 5.1546 1.3917 1.1485
49 H 2.7215 2.3907 0.9915
50 H 1.4547 -0.9550 1.4612
51 H -1.9681 -3.7856 2.6145
52 H -0.5718 -4.8323 2.3223
53 H -1.6162 -4.3505 0.9776

---

Entry 2:
The following is a quantum chemistry calculation of an isolated molecule of C6H8, from the Open Molecules 2025 dataset.

Calculated values
**Spin multiplicity**: 1
**Kohn-Sham gap**: 7.67 eV
**Highest occupied orbital energy**: -7.458 eV
**Energy relative to the best compared isomer or geometry (same formula, charge and spin)**: 118.3 kcal/mol
**LUMO level**: 0.21 eV

CARTESIAN COORDINATES (ANGSTROEM)
1 C -0.8942 -0.2899 -2.8938
2 C -0.4667 -0.2794 -1.5628
3 C 0.1531 -0.0297 -0.4788
4 C -0.1184 0.2699 0.9121
5 C 0.5955 -0.5638 1.9671
6 C 1.0059 0.8469 1.7589
7 H -1.6147 -0.5959 -1.5367
8 H -1.2630 -1.1964 -3.3672
9 H -0.9161 0.6177 -3.5011
10 H -1.1197 0.6066 1.1931
11 H 0.0212 -0.8138 2.8551
12 H 1.2515 -1.3504 1.6078
13 H 0.7207 1.5873 2.5012
14 H 1.9472 1.0393 1.2539

---

Entry 3:
The following is a quantum chemistry calculation of the ion C19H32BrN2O3 with charge +1, from the Open Molecules 2025 dataset.

Calculated values
**Spin multiplicity**: 1
**Kohn-Sham gap**: 8.74 eV
**Total charge**: +1
**Highest occupied orbital energy**: -10.933 eV
**Energy relative to the best compared isomer or geometry (same formula, charge and spin)**: 0.0 kcal/mol
**SMILES string**: CCCCOc1c(Br)cc(CNCCC[NH+]2CCOCC2)cc1OC
**LUMO level**: -2.19 eV

CARTESIAN COORDINATES (ANGSTROEM)
1 C 2.2990 1.9718 -2.8081
2 C 2.8083 1.0382 -1.7165
3 C 3.8554 1.7247 -0.8415
4 C 4.4375 0.8160 0.2430
5 H 5.2880 1.3099 0.7190
6 H 4.7636 -0.1359 -0.1780
7 O 3.5230 0.6202 1.3148
8 C 2.4842 -0.2308 1.2437
9 C 1.3495 0.1566 1.9536
10 C 0.2052 -0.6175 2.0379
11 C 0.1417 -1.8062 1.3340
12 C 1.2629 -2.2308 0.6289
13 C 2.4425 -1.4961 0.6055
14 O 3.5713 -1.9100 -0.0197
15 C 3.6034 -3.1838 -0.6263
16 H 4.6213 -3.3024 -0.9927
17 H 2.9073 -3.2444 -1.4683
18 H 3.3852 -3.9754 0.0953
19 H 1.2150 -3.1724 0.1067
20 C -1.1322 -2.6174 1.2983
21 N -2.2961 -1.7425 1.4781
22 H -2.4660 -1.6039 2.4704
23 C -3.5439 -2.1334 0.8140
24 H -3.2951 -2.5748 -0.1543
25 C -4.3963 -0.8792 0.5985
26 C -3.7032 0.1111 -0.3388
27 N -2.3835 0.5092 0.2142
28 H -2.1276 -0.4148 0.8353
29 C -2.4382 1.7005 1.0934
30 H -1.4996 1.7523 1.6501
31 H -3.2682 1.6001 1.7921
32 C -2.5840 2.9913 0.2795
33 O -1.5532 3.1129 -0.6669
34 C -1.5472 2.0285 -1.5582
35 H -2.4871 1.9916 -2.1297
36 C -1.3290 0.7169 -0.8003
37 H -0.3744 0.7706 -0.2714
38 H -1.3072 -0.1304 -1.4857
39 H -0.7207 2.2018 -2.2482
40 H -3.5640 3.0343 -0.2193
41 H -2.4929 3.8516 0.9435
42 H -4.3355 0.9860 -0.4967
43 H -3.5398 -0.3672 -1.3064
44 H -5.3513 -1.1644 0.1590
45 H -4.6052 -0.4090 1.5609
46 H -4.1053 -2.8796 1.3858
47 H -1.0997 -3.4062 2.0595
48 H -1.2111 -3.1083 0.3252
49 H -0.6073 -0.2718 2.6551
50 Br 1.3650 1.8676 2.7853
51 H 4.6805 2.0620 -1.4703
52 H 3.4152 2.6030 -0.3641
53 H 1.9651 0.7132 -1.0994
54 H 3.2485 0.1484 -2.1727
55 H 3.1220 2.3008 -3.4368
56 H 1.5714 1.4653 -3.4394
57 H 1.8329 2.8523 -2.3710

---

Entry 4:
The following is a quantum chemistry calculation of a structure of composition C8H29N14O10 at a distorted geometry, from the Open Molecules 2025 dataset.

Calculated values
**Spin multiplicity**: 1
**Kohn-Sham gap**: 7.24 eV
**Total charge**: -1
**Highest occupied orbital energy**: -5.649 eV
**Energy relative to the best compared isomer or geometry (same formula, charge and spin)**: 750.1 kcal/mol
**LUMO level**: 1.59 eV

CARTESIAN COORDINATES (ANGSTROEM)
1 O -0.7686 -0.9927 -0.5887
2 C -0.0010 -0.2684 0.2406
3 O -0.4126 -0.2891 1.3858
4 O 1.0122 0.4226 -0.0420
5 H -0.5536 -0.7300 -1.4866
6 C 0.3048 3.2227 1.0453
7 O 0.3319 4.4026 1.0849
8 N 0.3652 2.6276 -0.0998
9 N 0.0589 2.3305 1.9225
10 H 0.6439 1.6589 -0.1632
11 H 0.1028 3.1071 -0.9491
12 H 0.0390 1.3577 1.6516
13 H 0.1426 2.6175 2.8872
14 C -3.2229 -1.6593 1.1822
15 O -4.2820 -2.0678 1.6549
16 N -2.6026 -1.9902 0.1152
17 N -2.6343 -0.5834 1.6183
18 H -2.9591 -2.6885 -0.5216
19 H -1.7234 -1.5174 -0.0380
20 H -2.9878 -0.2667 2.5099
21 H -1.8400 -0.2526 1.0895
22 C 3.5556 0.2958 -1.5124
23 O 3.2999 1.4258 -1.6844
24 N 4.6255 -0.2785 -1.9814
25 N 2.8475 -0.5094 -0.7428
26 H 5.4280 0.1175 -2.4495
27 H 4.7222 -1.2545 -1.7399
28 H 3.0651 -1.4787 -0.5604
29 H 2.0766 -0.0940 -0.2396
30 C -0.2251 -3.1781 1.4265
31 O -0.0942 -4.3329 1.7595
32 N -0.2242 -2.8345 0.1744
33 N -0.5656 -2.2117 2.2547
34 H -0.2800 -1.8324 0.0616
35 H 0.0835 -3.4764 -0.5421
36 H -0.6118 -2.2989 3.2599
37 H -0.5679 -1.2740 1.8796
38 C 2.0689 0.2187 2.7235
39 O 2.9203 0.3056 3.5924
40 N 0.8373 -0.1646 2.8918
41 N 2.2199 0.6794 1.5033
42 H 0.2909 -0.2486 2.0466
43 H 0.3347 -0.4196 3.7299
44 H 1.5742 0.5202 0.7432
45 H 3.0378 1.2606 1.3879
46 C 0.6002 0.7819 -3.0301
47 O 0.2682 -0.3818 -3.1599
48 N 1.1076 1.3879 -1.9898
49 N 0.2570 1.7022 -3.9550
50 H 1.0695 0.7791 -1.1847
51 H 1.4155 2.3494 -1.9613
52 H 0.3235 2.6782 -3.7039
53 H -0.1833 1.3431 -4.7901
54 C -3.0073 0.7801 -0.9373
55 O -2.9618 1.9758 -0.8159
56 N -3.9090 0.0438 -0.5566
57 N -2.0728 0.0417 -1.5026
58 H -3.8986 -0.9041 -0.9051
59 H -4.8274 0.3900 -0.3182
60 H -2.3486 -0.8785 -1.8144
61 H -1.2646 0.5333 -1.8565

---

Entry 5:
The following is a quantum chemistry calculation of an isolated molecule of C11H19Cl at a distorted geometry, from the Open Molecules 2025 dataset.

Calculated values
**Spin multiplicity**: 1
**Kohn-Sham gap**: 10.75 eV
**Highest occupied orbital energy**: -9.970 eV
**Energy relative to the best compared isomer or geometry (same formula, charge and spin)**: 0.0 kcal/mol
**SMILES string**: C#CC(Cl)(C(C)(C)C)C(C)(C)C
**LUMO level**: 0.78 eV

CARTESIAN COORDINATES (ANGSTROEM)
1 C -1.7567 -2.4650 0.8870
2 C -1.4682 -1.3303 0.5441
3 C -1.8375 -0.4611 -2.0094
4 C 0.6397 -0.8666 -1.7030
5 C -0.1459 1.5025 -1.8676
6 C 1.2718 -0.9421 1.1645
7 C -0.4176 0.1359 2.7300
8 C 0.9694 1.5795 1.2413
9 C -0.8853 -0.0236 0.2474
10 C -0.5515 0.0670 -1.3280
11 C 0.2076 0.1871 1.3469
12 Cl -2.0925 1.2309 0.6508
13 H -2.0928 -3.3617 1.3311
14 H -2.7864 0.0004 -1.6947
15 H -1.8519 -0.3978 -3.0290
16 H -1.8396 -1.5531 -1.7856
17 H 1.5715 -0.2243 -1.6661
18 H 0.4836 -1.3197 -2.5918
19 H 0.5686 -1.5887 -0.9184
20 H 0.8358 1.9045 -1.4751
21 H 0.1379 1.2504 -2.9273
22 H -0.9040 2.3521 -1.8304
23 H 0.9265 -1.9172 0.8805
24 H 1.8874 -0.9903 2.0911
25 H 1.9757 -0.5326 0.3819
26 H -1.0893 1.0653 2.8926
27 H -1.0417 -0.7321 2.8227
28 H 0.3396 0.2309 3.4708
29 H 0.2437 2.3275 1.4204
30 H 1.5206 1.7563 0.3739
31 H 1.7595 1.6207 2.1214

---

Entry 6:
The following is a quantum chemistry calculation of a cluster of 13 separate species, C5H33NO14 in total at a distorted geometry, from the Open Molecules 2025 dataset.

Calculated values
**Spin multiplicity**: 1
**Kohn-Sham gap**: 9.53 eV
**Highest occupied orbital energy**: -9.917 eV
**Energy relative to the best compared isomer or geometry (same formula, charge and spin)**: 75.5 kcal/mol
**LUMO level**: -0.39 eV

CARTESIAN COORDINATES (ANGSTROEM)
1 N -0.4893 -0.9914 -1.4142
2 C -0.1124 -2.4021 -1.7218
3 C 0.9320 -2.3543 -2.8898
4 C 1.3644 -0.8580 -3.1371
5 C 0.3401 -0.1444 -2.2714
6 C 0.9987 0.9370 -1.3231
7 O 0.6203 0.8883 -0.0494
8 O 1.7358 1.8105 -1.7018
9 H -1.4437 -0.7384 -1.6129
10 H 0.1947 -2.9375 -0.8458
11 H -0.9772 -2.8262 -2.2241
12 H 0.4434 -2.8632 -3.7328
13 H 1.7925 -2.9823 -2.6698
14 H 2.3853 -0.8462 -2.8516
15 H 1.0909 -0.6016 -4.1603
16 H -0.2913 0.5612 -2.8403
17 H -0.4764 -0.9439 3.6949
18 H 0.1210 0.0664 0.1360
19 H 3.7524 1.1289 0.2832
20 O 4.3286 0.3520 0.2934
21 H -2.7147 1.7899 0.8794
22 H -1.7285 2.2294 -0.3068
23 O -2.5837 1.8547 -0.0827
24 H -2.8749 1.1042 2.7703
25 H -4.1982 1.7073 2.2852
26 O -3.3656 1.9421 2.7223
27 H 3.4714 3.7694 -0.9707
28 H 2.6780 3.8361 0.3918
29 O 3.5217 3.9734 -0.0373
30 H 0.3252 2.9766 0.1228
31 H -0.0169 3.8857 1.2319
32 O 0.0462 3.8932 0.2664
33 H 1.6826 -1.4815 1.6424
34 H 2.9817 -2.2528 1.8050
35 O 2.1417 -2.0723 2.2434
36 H -1.8398 -3.3618 2.9107
37 H -2.8903 -2.5544 3.7158
38 O -2.3422 -3.3418 3.7338
39 H -2.5628 -3.0859 1.0317
40 H -1.7522 -1.7102 0.6370
41 O -1.7304 -2.6502 0.8368
42 H 1.2017 -4.4884 1.7751
43 H 0.6720 -3.9268 0.6245
44 O 1.4083 -4.5335 0.8264
45 H -3.0012 0.1033 -0.5366
46 H -4.1514 -0.7307 -0.5048
47 O -3.1908 -0.8511 -0.3819
48 H -0.4308 4.4272 -2.2770
49 H -1.6809 3.9801 -1.7736
50 O -1.2631 4.0881 -2.6404
51 H 4.5732 0.2885 -0.6347
52 H -0.8869 0.3530 4.1928
53 O -0.7251 -0.0768 3.3411